{
  "formula": "C41H38Cl6N4O3S4Ti",
  "method": "the ωB97M-V functional and the def2-TZVPD basis",
  "elements": ["Ti", "C", "O", "C", "C", "C", "C", "C", "C", "C", "N", "C", "C", "N", "C", "C", "C", "C", "N", "C", "C", "N", "C", "C", "C", "C", "H", "H", "H", "H", "H", "H", "H", "H", "H", "H", "H", "H", "H", "H", "Cl", "C", "C", "Cl", "C", "Cl", "C", "O", "C", "Cl", "C", "Cl", "C", "C", "S", "C", "C", "S", "C", "C", "S", "H", "H", "H", "H", "H", "H", "H", "H", "H", "H", "H", "H", "C", "C", "C", "C", "C", "C", "C", "S", "C", "O", "H", "H", "H", "H", "H", "H", "H", "H", "H", "H", "Cl", "C", "H", "H"],
  "positions_angstrom": [[-1.62, 1.41, 0.13], [-1.21, -3.87, 12.82], [-1.18, -2.49, 12.47], [-1.23, -2.15, 11.18], [-1.32, -3.06, 10.13], [-1.37, -2.60, 8.82], [-1.34, -1.24, 8.54], [-1.26, -0.33, 9.61], [-1.20, -0.78, 10.91], [-1.39, -0.80, 7.16], [-1.53, -1.59, 6.11], [-1.53, -0.76, 5.03], [-1.39, 0.56, 5.41], [-1.30, 0.52, 6.78], [-1.35, 1.64, 4.48], [-1.18, 3.00, 4.79], [-1.15, 3.93, 3.78], [-1.29, 3.50, 2.46], [-1.47, 2.22, 2.14], [-1.49, 1.29, 3.13], [-1.62, -0.08, 2.72], [-1.72, -0.32, 1.38], [-1.86, -1.56, 0.95], [-1.92, -2.65, 1.83], [-1.81, -2.43, 3.18], [-1.65, -1.11, 3.65], [-1.15, -3.91, 13.90], [-0.35, -4.40, 12.39], [-2.14, -4.33, 12.48], [-1.34, -4.13, 10.31], [-1.44, -3.30, 8.00], [-1.24, 0.74, 9.44], [-1.14, -0.09, 11.74], [-1.18, 1.29, 7.41], [-1.08, 3.32, 5.82], [-1.01, 4.98, 3.98], [-1.26, 4.21, 1.64], [-1.93, -1.70, -0.12], [-2.05, -3.64, 1.44], [-1.84, -3.24, 3.90], [5.31, 4.00, -0.68], [3.68, 3.50, -0.67], [3.24, 2.57, 0.27], [4.32, 1.92, 1.42], [1.91, 2.17, 0.27], [1.32, 0.96, 1.34], [1.01, 2.72, -0.64], [-0.29, 2.35, -0.59], [1.44, 3.65, -1.57], [0.29, 4.30, -2.68], [2.78, 4.04, -1.60], [3.31, 5.19, -2.75], [3.41, -1.91, -2.13], [2.00, -1.90, -2.73], [0.61, -2.01, -1.58], [0.80, -3.63, -0.81], [1.82, -3.75, 0.33], [1.68, -2.43, 1.55], [3.40, -1.90, 1.79], [4.30, -1.73, 0.56], [3.67, -0.70, -0.80], [4.11, -1.70, -2.93], [3.65, -2.90, -1.75], [1.92, -2.69, -3.48], [1.84, -0.95, -3.24], [1.02, -4.38, -1.58], [-0.20, -3.86, -0.43], [2.83, -3.74, -0.07], [1.68, -4.72, 0.81], [3.90, -2.58, 2.48], [3.30, -0.94, 2.30], [4.59, -2.69, 0.14], [5.22, -1.26, 0.90], [-5.81, -3.75, -5.05], [-4.97, -2.65, -4.49], [-3.70, -2.91, -3.98], [-2.90, -1.90, -3.48], [-3.40, -0.59, -3.50], [-4.67, -0.30, -3.98], [-5.44, -1.33, -4.48], [-2.48, 0.76, -2.88], [-0.91, 0.61, -3.70], [-2.13, 0.37, -1.40], [-5.52, -4.72, -4.66], [-5.70, -3.78, -6.14], [-6.87, -3.59, -4.84], [-3.33, -3.93, -3.97], [-1.92, -2.12, -3.08], [-5.04, 0.71, -3.98], [-6.43, -1.12, -4.87], [-0.26, 1.38, -3.29], [-1.08, 0.79, -4.76], [-0.52, -0.39, -3.52], [-4.22, 1.55, 0.70], [-3.19, 2.72, -0.15], [-3.18, 3.66, 0.39], [-3.53, 2.85, -1.18]],
  "lowdin_charge": [0.943, -0.055, -0.058, -0.272, 0.005, -0.008, -0.165, -0.023, 0.018, -0.231, 0.199, -0.165, -0.117, 0.194, -0.045, 0.049, -0.001, -0.085, -0.022, -0.164, -0.161, -0.009, -0.106, -0.022, 0.053, -0.047, 0.099, 0.099, 0.099, 0.109, 0.116, 0.106, 0.129, 0.153, 0.130, 0.126, 0.130, 0.095, 0.122, 0.137, 0.747, -0.692, -0.705, 0.747, -0.583, 0.824, -0.387, -0.250, -0.601, 0.761, -0.688, 0.747, -0.510, -0.523, 0.824, -0.509, -0.504, 0.817, -0.535, -0.516, 0.862, 0.081, 0.065, 0.087, 0.063, 0.090, 0.054, 0.048, 0.083, 0.083, 0.032, 0.069, 0.074, -0.026, -0.235, -0.008, -0.054, -0.407, -0.061, -0.011, 1.085, -0.187, -0.615, 0.086, 0.101, 0.091, 0.125, 0.077, 0.117, 0.129, 0.043, 0.090, 0.020, 0.655, -0.579, 0.030, 0.022],
  "charge": 2,
  "homo_ev": -11.7,
  "e_tot_ev": -196819.13167,
  "relative_energy_kj_mol": 10.4
}

---

{
  "formula": "C21H14BrLiN6O7S",
  "method": "the ωB97M-V functional and the def2-TZVPD basis",
  "elements": ["Li", "O", "C", "O", "C", "C", "N", "N", "C", "C", "O", "O", "H", "H", "H", "Br", "C", "C", "C", "C", "C", "N", "C", "O", "O", "H", "H", "H", "O", "N", "S", "C", "C", "C", "N", "C", "C", "C", "C", "C", "N", "C", "C", "H", "H", "H", "H", "H", "H", "H", "H"],
  "positions_angstrom": [[1.45, -0.59, -0.21], [0.02, 4.59, 0.80], [1.21, 5.06, 0.50], [1.59, 6.15, 0.84], [2.13, 4.16, -0.26], [3.43, 4.51, -0.51], [3.99, 3.48, -1.16], [3.15, 2.45, -1.35], [2.00, 2.86, -0.82], [0.84, 1.89, -0.79], [-0.17, 2.22, -0.14], [1.00, 0.80, -1.38], [-0.10, 3.65, 0.45], [3.97, 5.41, -0.27], [4.95, 3.37, -1.44], [-0.57, 0.11, 2.62], [1.17, 0.84, 2.49], [1.54, 1.88, 3.35], [2.83, 2.36, 3.24], [3.70, 1.81, 2.31], [3.21, 0.81, 1.49], [1.96, 0.33, 1.58], [4.09, 0.26, 0.39], [5.24, 0.60, 0.27], [3.45, -0.56, -0.45], [0.83, 2.28, 4.05], [3.15, 3.17, 3.88], [4.71, 2.15, 2.18], [3.15, -0.51, -2.75], [3.89, -0.07, -2.06], [-3.45, -4.87, -0.21], [-2.10, -3.74, -0.29], [-0.90, -4.17, 0.27], [0.19, -3.32, 0.22], [0.15, -2.11, -0.33], [-1.00, -1.71, -0.86], [-2.15, -2.48, -0.86], [-4.79, -3.90, -0.85], [-5.44, -2.97, -0.06], [-6.50, -2.25, -0.61], [-6.93, -2.42, -1.85], [-6.31, -3.32, -2.60], [-5.24, -4.09, -2.15], [-0.81, -5.14, 0.74], [1.14, -3.63, 0.65], [-1.00, -0.71, -1.29], [-3.05, -2.10, -1.31], [-5.13, -2.80, 0.97], [-7.02, -1.51, -0.01], [-6.68, -3.45, -3.61], [-4.76, -4.81, -2.80]],
  "lowdin_charge": [0.562, 0.118, -0.521, 0.082, -0.057, -0.010, 0.023, 0.109, -0.133, -0.597, 0.004, -0.101, 0.053, 0.137, 0.160, 0.811, -0.726, -0.077, -0.021, 0.015, -0.191, 0.049, -0.530, 0.099, -0.117, 0.110, 0.120, 0.125, 0.216, 0.199, 1.027, -0.502, -0.091, -0.134, -0.010, -0.126, -0.045, -0.549, -0.081, -0.133, 0.067, -0.137, -0.078, 0.106, 0.117, 0.110, 0.109, 0.113, 0.109, 0.108, 0.107],
  "homo_ev": -9.4,
  "e_tot_ev": -126361.25798,
  "relative_energy_kj_mol": 8.9
}